A cluster of 12 separate species, C3H18F9O18S3 in total at a distorted geometry. Source: OMol25; level of theory: ωB97M-V/def2-TZVPD.

Geometry as XYZ:
```
51
Properties=species:S:1:pos:R:3
C -1.25 -2.45 16.30
F -0.71 -2.41 15.13
F -1.51 -3.66 16.70
F -0.49 -1.77 17.16
S -3.03 -1.72 16.04
O -3.53 -1.48 17.37
O -2.85 -0.51 15.26
O -3.74 -2.77 15.28
C -5.83 8.97 18.59
F -5.07 8.52 19.56
F -5.13 9.68 17.71
F -6.40 7.99 17.89
S -7.26 9.96 19.45
O -6.64 11.04 20.24
O -8.23 10.50 18.48
O -7.88 8.86 20.21
C -8.69 2.17 13.28
F -8.60 1.79 11.99
F -9.28 1.14 13.98
F -7.44 2.33 13.81
S -9.71 3.74 13.31
O -11.14 3.42 13.22
O -9.42 4.33 14.63
O -9.36 4.55 12.16
O -15.17 3.71 15.76
H -15.92 3.50 15.20
H -14.43 3.76 15.16
O -8.15 4.42 7.19
H -7.71 3.59 7.03
H -8.14 4.53 8.14
O -12.67 6.05 9.79
H -13.27 5.88 10.52
H -11.80 5.93 10.16
O -9.99 1.15 19.00
H -10.16 2.06 18.77
H -9.07 1.14 19.28
O -8.59 9.16 10.25
H -8.74 8.32 10.68
H -7.75 9.06 9.80
O -3.46 4.11 16.37
H -3.84 3.25 16.23
H -4.20 4.71 16.35
O -9.85 4.85 19.05
H -9.94 5.06 18.12
H -9.53 5.66 19.45
O -5.66 1.11 7.96
H -5.78 0.33 7.41
H -6.07 0.87 8.79
O -15.56 2.14 11.93
H -15.54 1.30 12.38
H -14.65 2.45 11.94
```

Properties
Highest occupied orbital energy = -2.78 eV
Net charge = -3
ΔE to the lowest compared entry with this formula, charge and spin = 0.0 kJ/mol
Orbital gap = 7.617 eV

A cluster of 2 separate species, C3H2 in total at a distorted geometry. Source: OMol25; level of theory: ωB97M-V/def2-TZVPD.

Geometry as XYZ:
```
5
Properties=species:S:1:pos:R:3
C 0.14 -1.76 0.94
C -0.20 -2.75 1.72
C 0.24 -0.90 0.03
H -1.05 0.51 0.72
H 0.73 -0.50 -0.69
```

Properties
Highest occupied orbital energy (alpha / beta) = -8.62 / -10.75 eV
Multiplicity = 3
Net charge = 0
ΔE to the lowest compared entry with this formula, charge and spin = 297.1 kJ/mol
Orbital gap (alpha / beta) = 6.922 / 8.224 eV

A structure of composition C3H20B3OSn at a distorted geometry. Source: OMol25; level of theory: ωB97M-V/def2-TZVPD.

Geometry as XYZ:
```
28
Properties=species:S:1:pos:R:3
Sn 14.71 -17.79 28.73
B 13.00 -13.04 30.67
H 13.90 -13.54 31.01
H 12.16 -13.70 30.68
H 12.77 -12.22 31.33
H 13.10 -12.71 29.64
B 16.95 -22.47 29.78
H 17.05 -22.21 28.74
H 15.91 -22.57 30.05
H 17.48 -23.39 29.94
H 17.40 -21.64 30.30
B 9.27 -14.56 27.14
H 9.64 -13.58 26.89
H 8.85 -14.56 28.13
H 8.47 -14.77 26.43
H 10.02 -15.33 27.10
C 22.02 -15.92 26.79
C 21.45 -15.76 28.21
C 20.91 -14.31 28.31
O 20.38 -16.68 28.25
H 22.70 -15.11 26.52
H 21.28 -15.95 25.99
H 22.56 -16.86 26.68
H 22.19 -15.95 28.98
H 21.64 -13.55 28.02
H 20.71 -14.19 29.37
H 19.97 -14.07 27.81
H 20.77 -17.53 28.01
```

Properties
Highest occupied orbital energy = -5.95 eV
Net charge = -1
Orbital gap = 2.133 eV

A structure of composition C3H20F3Hf2O19S3 at a distorted geometry. Source: OMol25; level of theory: ωB97M-V/def2-TZVPD.

Geometry as XYZ:
```
50
Properties=species:S:1:pos:R:3
Hf 3.84 1.99 -2.29
Hf -1.65 1.82 -0.77
S 1.22 3.62 -2.18
O 1.88 2.85 -3.26
O 2.27 3.33 -1.16
O 1.09 4.99 -2.54
O -0.08 3.04 -1.78
S 0.96 0.25 -0.85
O 2.19 0.80 -1.48
O 1.14 -1.01 -0.21
O 0.32 1.20 0.09
O -0.20 0.33 -1.74
C -4.05 -1.83 1.00
F -4.45 -0.65 1.47
F -3.20 -2.44 1.82
F -5.09 -2.63 0.90
S -3.29 -1.67 -0.75
O -2.51 -0.40 -0.74
O -2.43 -2.83 -0.92
O -4.37 -1.59 -1.70
O 4.65 -0.09 -1.44
H 5.44 -0.63 -1.65
H 4.14 -0.63 -0.75
O -1.99 1.56 -3.12
H -1.36 1.83 -3.79
H -2.55 0.89 -3.55
O 3.65 -1.49 0.24
H 2.71 -1.35 -0.01
H 3.75 -2.46 0.31
O -0.09 -4.13 -0.01
H -0.86 -3.66 -0.38
H 0.65 -3.56 -0.21
O -0.60 -2.16 -3.30
H -1.24 -2.59 -2.72
H -0.28 -1.41 -2.79
O -0.80 3.44 0.80
H -1.07 4.31 1.14
H 0.08 3.28 1.18
O -1.74 0.93 1.49
H -1.00 0.31 1.75
H -2.22 1.10 2.32
C 0.56 0.04 4.46
C 1.14 -0.41 3.15
O 0.13 -0.91 2.29
H 1.32 0.56 5.05
H 0.12 -0.74 5.07
H -0.20 0.76 4.15
H 1.86 -1.21 3.34
H 1.73 0.37 2.65
H 0.48 -1.13 1.41
```

Properties
Highest occupied orbital energy = -16.95 eV
Net charge = +3
Orbital gap = 2.011 eV

A cluster of 7 separate species, C3H20N2O7S in total at a distorted geometry. Source: OMol25; level of theory: ωB97M-V/def2-TZVPD.

Geometry as XYZ:
```
33
Properties=species:S:1:pos:R:3
N -0.71 2.19 -0.59
C -0.29 1.06 0.05
O 0.82 1.02 0.57
C -1.31 -0.10 0.17
N -0.54 -1.32 0.42
C -2.32 0.26 1.26
S -3.70 -0.91 1.28
H -1.53 2.04 -1.15
H -0.11 2.92 -0.92
H -1.78 -0.14 -0.83
H -0.02 -1.18 1.28
H -1.13 -2.14 0.48
H -2.63 1.31 1.28
H -1.70 0.38 2.16
H -3.03 -1.94 1.82
O 0.75 -0.18 3.04
H 0.86 0.61 2.48
H 1.53 -0.08 3.62
O 3.19 -0.63 1.11
H 2.32 -0.20 1.08
H 3.72 0.08 0.71
O 1.87 -1.70 -1.12
H 2.51 -1.19 -0.56
H 1.05 -1.73 -0.61
O 1.53 0.06 -3.17
H 1.75 -0.66 -2.52
H 2.08 -0.12 -3.96
O 3.34 1.27 -0.80
H 3.79 1.73 -1.51
H 2.42 1.56 -0.77
O -1.07 0.16 -2.60
H -0.14 -0.15 -2.71
H -1.55 -0.23 -3.34
```

Properties
Highest occupied orbital energy = -9.33 eV
Net charge = 0
ΔE to the lowest compared entry with this formula, charge and spin = 0.0 kJ/mol
Orbital gap = 9.760 eV
SMILES string = NC(=O)[C@@H](N)CS.O.O.O.O.O.O

A cluster of 9 separate species, C3H20NO11 in total at a distorted geometry. Source: OMol25; level of theory: ωB97M-V/def2-TZVPD.

Geometry as XYZ:
```
35
Properties=species:S:1:pos:R:3
O 1.48 -1.30 -2.07
C 1.09 -0.27 -1.51
N -0.27 -0.07 -1.42
C -0.94 0.96 -0.65
O -0.33 2.05 -0.57
O -2.05 0.65 -0.19
C 2.06 0.71 -0.95
H -0.82 -0.85 -1.74
H 2.01 1.65 -1.52
H 3.06 0.30 -0.98
H 1.84 1.00 0.08
H 0.34 2.59 -2.07
H -0.14 3.40 -3.26
O 0.64 2.97 -2.93
H 1.00 -1.27 2.55
H 2.03 -1.85 1.54
O 1.36 -2.12 2.16
H 0.06 2.55 1.09
H -0.49 3.11 2.39
O 0.31 2.72 2.04
H 0.69 -0.53 -4.78
H 0.84 -1.57 -3.68
O 0.59 -1.48 -4.62
H 0.09 -3.24 -0.32
H 0.16 -2.99 1.17
O -0.45 -3.34 0.46
H -2.59 -0.70 3.08
H -2.49 0.70 2.57
O -2.33 0.21 3.39
H 0.51 1.15 2.82
H -0.59 0.20 3.32
O 0.39 0.25 3.18
H -2.49 -1.13 0.12
H -1.87 -2.50 0.63
O -2.69 -1.94 0.66
```

Properties
Highest occupied orbital energy = -6.93 eV
Net charge = -1
ΔE to the lowest compared entry with this formula, charge and spin = 0.0 kJ/mol
Orbital gap = 9.927 eV

A cluster of 6 separate species, C3H20NO6 in total at a distorted geometry. Source: OMol25; level of theory: ωB97M-V/def2-TZVPD.

Geometry as XYZ:
```
30
Properties=species:S:1:pos:R:3
C -0.53 1.64 1.29
C -1.06 1.62 -0.18
C 0.04 1.87 -1.15
O -1.72 0.40 -0.37
N -0.50 0.30 1.95
H 0.51 1.96 1.27
H -1.15 2.26 1.89
H -1.81 2.38 -0.23
H 0.63 2.78 -0.92
H -0.25 1.99 -2.19
H 0.83 1.09 -1.10
H -2.06 0.28 -1.27
H -0.04 -0.36 1.29
H -1.46 0.05 2.25
H 0.14 0.31 2.74
H 2.59 -0.20 1.96
H 2.91 0.47 3.34
O 2.20 0.38 2.65
H 1.47 -2.23 0.90
H 0.08 -2.19 0.12
O 0.58 -1.88 0.88
H -1.52 -1.53 -3.10
H -0.60 -2.73 -3.51
O -0.68 -2.03 -2.85
H -2.97 0.21 -3.38
H -3.71 -1.01 -2.52
O -2.93 -0.42 -2.61
H 3.89 -1.50 0.25
H 3.80 -2.33 1.55
O 3.35 -1.59 1.06
```

Properties
Highest occupied orbital energy (alpha / beta) = -2.16 / -10.72 eV
Multiplicity = 2
Net charge = 0
ΔE to the lowest compared entry with this formula, charge and spin = 0.0 kJ/mol
Orbital gap (alpha / beta) = 2.037 / 10.541 eV

A cluster of 8 separate species, C3H20O8 in total at a distorted geometry. Source: OMol25; level of theory: ωB97M-V/def2-TZVPD.

Geometry as XYZ:
```
31
Properties=species:S:1:pos:R:3
C -0.84 -1.32 -3.44
C -1.23 -1.09 -2.19
C -1.62 -2.30 -1.35
O -1.55 -1.93 0.06
H -0.45 -0.51 -3.96
H -0.89 -2.21 -4.03
H -1.24 -0.15 -1.60
H -2.62 -2.54 -1.74
H -0.90 -3.05 -1.22
H -2.24 -1.37 0.36
O 1.08 1.78 -0.88
H 1.04 1.67 -1.82
H 0.88 0.79 -0.70
O -0.90 -1.41 3.14
H -1.78 -1.87 3.14
H -0.43 -2.13 2.49
O 0.41 2.23 2.40
H 0.55 2.71 3.29
H 0.32 1.27 2.74
O 0.99 -0.58 0.25
H 1.36 -0.22 1.07
H 0.03 -0.79 0.46
O 3.49 -1.58 -0.56
H 3.42 -0.70 -1.08
H 2.60 -1.51 -0.16
O -2.08 1.26 0.31
H -1.73 1.56 1.26
H -1.86 1.81 -0.35
O 1.44 3.84 0.68
H 1.44 2.89 0.81
H 1.62 3.81 -0.30
```

Properties
Highest occupied orbital energy = -10.10 eV
Net charge = 0
ΔE to the lowest compared entry with this formula, charge and spin = 306.9 kJ/mol
Orbital gap = 10.121 eV
SMILES string = C=CCO.O.O.O.O.O.O.O

A cluster of 7 separate species, C3H21NO6 in total at a distorted geometry. Source: OMol25; level of theory: ωB97M-V/def2-TZVPD.

Geometry as XYZ:
```
31
Properties=species:S:1:pos:R:3
C 0.66 -0.01 2.59
C 1.48 -0.59 1.42
C 1.48 -2.10 1.61
N 0.88 -0.16 0.15
H 1.03 -0.33 3.57
H 0.65 1.07 2.64
H -0.33 -0.48 2.61
H 2.49 -0.18 1.42
H 1.87 -2.65 0.75
H 1.93 -2.32 2.57
H 0.44 -2.44 1.72
H 0.56 0.80 0.13
H 0.03 -0.71 0.02
O -0.46 2.61 -1.65
H 0.27 2.31 -2.24
H -0.07 3.05 -0.88
O -0.52 3.26 0.88
H -0.66 3.99 1.49
H -1.19 2.59 1.04
O 1.14 0.74 -2.69
H 0.55 0.08 -3.08
H 1.49 0.31 -1.89
O -1.99 -1.81 -1.10
H -2.33 -2.71 -1.13
H -2.39 -1.45 -0.31
O 0.00 -2.13 -3.21
H -0.85 -2.49 -2.93
H 0.35 -1.88 -2.35
O -2.22 1.23 0.02
H -2.88 1.03 -0.65
H -1.42 1.36 -0.53
```

Properties
Highest occupied orbital energy = -9.61 eV
Net charge = 0
ΔE to the lowest compared entry with this formula, charge and spin = 0.0 kJ/mol
Orbital gap = 9.802 eV
SMILES string = CC(C)N.O.O.O.O.O.O

A cluster of 8 separate species, C3H21O8S in total at a distorted geometry. Source: OMol25; level of theory: ωB97M-V/def2-TZVPD.

Geometry as XYZ:
```
33
Properties=species:S:1:pos:R:3
C -0.52 -1.69 2.38
O -1.72 -1.78 1.58
C 0.49 -0.70 1.73
C -0.28 0.59 1.53
S 0.68 2.17 1.77
H -0.11 -2.69 2.25
H -0.93 -1.51 3.38
H 1.33 -0.52 2.42
H 1.01 -1.24 0.90
H -1.05 0.66 2.32
H -0.62 0.70 0.49
H 0.21 2.80 0.70
H -1.32 1.21 -1.59
H -1.56 -0.63 -2.30
O -1.32 -0.58 -1.36
H -2.24 2.35 -1.44
H -3.71 -0.21 -0.32
O -1.36 2.17 -1.81
H -1.86 -1.06 0.95
H -2.33 0.19 -0.76
O -3.19 0.60 -0.25
H 3.73 -0.31 1.50
H 2.86 -1.18 0.85
O 3.49 -1.26 1.59
H 1.69 2.42 -2.87
H 0.29 2.20 -3.15
O 1.15 2.02 -3.57
H -0.06 -2.15 -1.99
H -0.38 -3.43 -1.68
O 0.14 -3.02 -2.41
H 1.05 -0.32 -1.20
H 1.97 -1.40 -1.80
O 1.95 -0.71 -1.12
```

Properties
Highest occupied orbital energy = -6.20 eV
Net charge = -1
ΔE to the lowest compared entry with this formula, charge and spin = 0.0 kJ/mol
Orbital gap = 9.108 eV

A cluster of 9 separate species, C3H22O9 in total at a distorted geometry. Source: OMol25; level of theory: ωB97M-V/def2-TZVPD.

Geometry as XYZ:
```
34
Properties=species:S:1:pos:R:3
C 0.01 2.21 1.68
C -0.39 1.00 1.28
C 0.43 -0.25 1.15
O -1.78 0.88 1.20
H 1.02 2.59 1.70
H -0.76 2.97 1.70
H 0.68 -0.58 2.16
H -0.12 -0.96 0.58
H 1.41 -0.03 0.74
H -2.01 -0.06 1.13
O 3.18 -0.02 -2.83
H 4.03 0.28 -2.48
H 2.73 -0.28 -2.04
O 1.06 1.58 -3.17
H 1.43 2.47 -3.15
H 1.86 1.03 -3.16
O 3.41 -0.33 2.31
H 2.65 -0.69 2.77
H 3.59 0.41 2.89
O -2.65 -0.15 3.76
H -2.24 0.68 3.47
H -2.94 -0.61 2.96
O -2.35 -1.60 0.24
H -2.02 -2.51 0.12
H -2.62 -1.37 -0.69
O 1.57 -3.33 0.63
H 1.42 -4.16 0.15
H 2.33 -3.38 1.21
O -3.04 -0.49 -2.01
H -3.38 -0.65 -2.88
H -2.46 0.30 -2.11
O -1.55 1.42 -3.32
H -1.91 2.18 -2.83
H -0.58 1.45 -3.16
```

Properties
Highest occupied orbital energy = -8.37 eV
Net charge = 0
ΔE to the lowest compared entry with this formula, charge and spin = 154.6 kJ/mol
Orbital gap = 8.492 eV
SMILES string = C=C(C)O.O.O.O.O.O.O.O.O

A cluster of 10 separate species, C3H24NO12 in total at a distorted geometry. Source: OMol25; level of theory: ωB97M-V/def2-TZVPD.

Geometry as XYZ:
```
40
Properties=species:S:1:pos:R:3
C -1.01 -0.33 -2.18
C -2.22 0.41 -1.57
O -1.94 1.74 -1.14
N -0.34 -1.19 -1.22
C 0.92 -0.91 -0.70
O 1.39 -1.71 0.13
O 1.49 0.16 -1.10
H -0.34 0.40 -2.62
H -1.34 -0.95 -3.02
H -3.02 0.49 -2.32
H -2.63 -0.10 -0.69
H -1.05 2.06 -1.42
H -0.72 -2.11 -1.09
H 3.25 -0.92 -3.07
H 1.93 -0.14 -2.91
O 2.47 -0.60 -3.57
H -0.09 -2.24 2.39
H 0.51 -1.31 3.42
O -0.31 -1.84 3.25
H -3.21 -2.04 0.68
H -3.38 -1.11 1.92
O -3.85 -1.76 1.35
H 2.15 0.71 2.17
H 2.44 -0.72 1.87
O 2.44 -0.11 2.63
H 3.33 -0.33 -1.08
H 3.60 -1.78 -0.78
O 3.96 -1.05 -1.29
H 0.95 1.86 -1.67
H 0.71 3.12 -0.82
O 0.49 2.72 -1.68
H -2.52 0.11 3.67
H -1.44 -0.77 2.97
O -2.21 -0.13 2.79
H 0.55 1.96 1.26
H 1.68 1.31 0.34
O 1.54 1.94 1.10
H -1.50 1.93 0.56
H -1.52 1.21 1.95
O -1.16 2.01 1.49
```

Properties
Highest occupied orbital energy = -6.66 eV
Net charge = -1
Orbital gap = 9.404 eV

A cluster of 11 separate species, C3H26NO12 in total at a distorted geometry. Source: OMol25; level of theory: ωB97M-V/def2-TZVPD.

Geometry as XYZ:
```
42
Properties=species:S:1:pos:R:3
C -0.10 1.49 1.91
N -0.28 0.67 0.87
C 0.35 0.90 -0.41
C 1.02 -0.42 -0.86
O 0.43 -0.93 -2.03
O -0.68 1.33 2.97
H 0.68 2.23 1.69
H -0.97 -0.06 0.85
H 1.08 1.70 -0.29
H -0.30 1.26 -1.21
H 0.91 -1.06 0.02
H 2.08 -0.41 -1.16
H 1.92 -1.78 1.92
H 3.35 -1.63 2.58
O 2.87 -1.61 1.75
H -0.23 -1.73 2.16
H 0.32 -0.28 2.70
O 0.29 -1.23 2.83
H -1.38 -2.99 -1.80
H -0.42 -1.58 -1.73
O -1.63 -2.11 -1.51
H -1.92 -0.10 3.17
H -2.14 -1.56 3.55
O -2.60 -0.77 3.27
H -3.51 2.41 -2.49
H -2.52 2.55 -1.50
O -3.01 3.14 -2.10
H -1.56 -2.27 -0.05
H -2.16 -2.29 1.43
O -1.33 -2.43 0.96
H 3.33 1.23 -1.15
H 2.72 1.58 -2.50
O 3.33 1.90 -1.82
H -3.23 -0.40 -1.07
H -2.34 -0.08 -2.20
O -3.07 0.31 -1.70
H 2.91 0.19 1.66
H 3.54 1.51 1.10
O 3.17 1.11 1.89
H -0.06 0.81 -4.55
H 0.66 0.30 -3.31
O 0.52 1.11 -3.84
```

Properties
Highest occupied orbital energy = -6.51 eV
Net charge = -1
ΔE to the lowest compared entry with this formula, charge and spin = 222.5 kJ/mol
Orbital gap = 9.405 eV

A cluster of 10 separate species, C3H27NO9 in total at a distorted geometry. Source: OMol25; level of theory: ωB97M-V/def2-TZVPD.

Geometry as XYZ:
```
40
Properties=species:S:1:pos:R:3
C 0.73 3.44 -0.63
C -0.17 2.45 0.18
C -1.59 2.93 -0.13
N 0.05 1.02 0.02
H 1.57 2.99 -1.22
H -0.08 3.89 -1.28
H 1.10 4.18 0.08
H 0.08 2.60 1.28
H -2.38 1.97 0.00
H -1.95 3.88 0.34
H -1.74 2.99 -1.11
H 0.85 0.66 0.46
H -0.09 0.56 -0.83
H 0.37 0.44 -3.83
H 1.12 1.12 -4.86
O 1.07 0.23 -4.47
H 0.07 -3.51 3.47
H -0.83 -3.41 2.05
O 0.03 -3.78 2.48
H -0.08 -2.78 -3.72
H -0.33 -2.83 -2.04
O -0.71 -2.68 -2.89
H 1.22 -3.81 1.05
H 2.51 -4.40 0.25
O 2.04 -3.58 0.55
H -2.17 0.01 2.41
H -1.92 0.17 0.85
O -2.60 0.09 1.55
H -1.79 0.39 -2.61
H -1.16 -0.91 -3.04
O -1.01 -0.01 -2.78
H 1.25 -1.62 2.94
H 2.03 -1.28 1.74
O 1.54 -0.94 2.43
H 3.12 1.54 2.72
H 3.24 2.86 2.09
O 3.79 2.14 2.43
H -2.45 -1.63 1.70
H -2.54 -2.78 0.77
O -2.21 -2.58 1.60
```

Properties
Highest occupied orbital energy (alpha / beta) = -13.60 / -13.60 eV
Multiplicity = 2
Net charge = +1
ΔE to the lowest compared entry with this formula, charge and spin = 119.5 kJ/mol
Orbital gap (alpha / beta) = 10.343 / 4.899 eV